# 1
This record from the Open Molecules 2025 dataset describes a molecular structure, CHFI2S. The level of theory is wB97M-V/def2-TZVPD.

Structure (XYZ):
```
6
Properties=species:S:1:pos:R:3:lowdin_charge:R:1
I 3.42933 1.76172 -0.12093 -0.034
I -2.74429 0.19763 0.08402 0.802
S -0.32699 2.19634 0.09628 0.568
F -0.45954 0.32502 -1.73649 -0.117
C -0.63818 0.52520 -0.42824 -1.261
H -0.04918 -0.20663 0.12604 0.042
```

HOMO-LUMO gap (alpha / beta) = 4.717 / 4.649 eV
Net charge = 0
E_HOMO (alpha / beta) = -9.176 / -9.131 eV
Multiplicity = 1

---

# 2
This record from the Open Molecules 2025 dataset describes 2 unconnected molecules or ions with the total composition CHFI2S. The level of theory is wB97M-V/def2-TZVPD.

Structure (XYZ):
```
6
Properties=species:S:1:pos:R:3:lowdin_charge:R:1
I -2.07288 -1.15364 1.94436 0.279
I 2.31942 0.83325 -0.07668 0.766
S 0.60347 -1.23993 -1.07189 0.485
F -0.48118 1.14873 -1.11178 -0.154
C 0.17533 0.24733 -0.29443 -1.251
H -0.54416 0.16426 0.61041 -0.126
```

HOMO-LUMO gap (alpha / beta) = 5.488 / 7.198 eV
Net charge = 0
E_HOMO (alpha / beta) = -9.150 / -9.498 eV
Multiplicity = 1